No. 1
{"formula": "C28H40AlFNO2S", "method": "ωB97M-V/def2-TZVPD", "elements": ["C", "C", "C", "C", "C", "C", "C", "C", "C", "C", "C", "C", "C", "C", "C", "C", "C", "S", "C", "C", "C", "C", "O", "C", "C", "O", "C", "C", "C", "F", "C", "C", "N", "H", "H", "H", "H", "H", "H", "H", "H", "H", "H", "H", "H", "H", "H", "H", "H", "H", "H", "H", "H", "H", "H", "H", "H", "H", "H", "H", "H", "H", "H", "H", "H", "H", "H", "H", "H", "H", "H", "H", "H", "Al"], "positions_angstrom": [[9.888, -3.590, 0.663], [9.606, -2.679, -0.558], [9.304, -1.183, -0.135], [7.816, -0.812, -0.412], [7.732, 0.735, -0.690], [6.300, 1.224, -0.256], [5.891, 2.491, -1.077], [4.366, 2.514, -1.392], [3.586, 3.128, -0.166], [2.622, 2.093, 0.504], [1.157, 2.483, 0.047], [0.087, 1.918, 0.921], [0.331, 0.662, 1.626], [-0.628, 0.107, 2.396], [-1.904, 0.737, 2.530], [-2.116, 1.996, 1.819], [-1.158, 2.577, 1.041], [-3.722, 2.696, 2.030], [-4.727, 1.218, 2.007], [-5.975, 1.190, 1.373], [-6.693, -0.015, 1.360], [-8.061, -0.172, 0.632], [-7.850, -1.063, -0.431], [-7.066, -0.494, -1.491], [-7.779, -0.568, -2.867], [-7.607, -1.815, -3.492], [-8.515, -2.823, -3.014], [-7.687, -3.977, -2.359], [-6.118, -1.107, 2.020], [-6.782, -2.253, 2.012], [-4.897, -1.087, 2.656], [-4.168, 0.104, 2.641], [-2.894, 0.185, 3.272], [10.557, -4.422, 0.381], [10.381, -2.986, 1.437], [8.959, -4.036, 1.044], [10.429, -2.680, -1.286], [8.712, -3.052, -1.082], [9.547, -1.029, 0.925], [9.944, -0.522, -0.740], [7.174, -1.035, 0.452], [7.448, -1.352, -1.297], [7.844, 0.947, -1.763], [8.509, 1.227, -0.090], [6.337, 1.479, 0.816], [5.569, 0.419, -0.428], [6.117, 3.364, -0.443], [6.501, 2.588, -1.990], [4.236, 3.165, -2.271], [3.952, 1.527, -1.644], [4.290, 3.465, 0.608], [3.027, 3.978, -0.588], [2.661, 2.126, 1.602], [2.800, 1.084, 0.104], [1.007, 1.987, -0.941], [1.019, 3.559, -0.128], [1.294, 0.165, 1.514], [-0.430, -0.844, 2.900], [-1.349, 3.521, 0.529], [-6.308, 2.123, 0.904], [-8.355, 0.832, 0.239], [-8.816, -0.635, 1.285], [-6.118, -1.046, -1.624], [-6.792, 0.566, -1.328], [-7.381, 0.194, -3.559], [-8.852, -0.340, -2.722], [-9.153, -3.213, -3.821], [-9.196, -2.408, -2.254], [-7.929, -4.074, -1.291], [-6.613, -3.769, -2.455], [-7.950, -4.913, -2.867], [-4.516, -1.997, 3.131], [-2.599, -0.728, 3.628], [-8.296, 2.349, 1.901]], "forces_ev_per_a": [[0.0, 0.4, -0.3], [-0.5, -0.1, 0.2], [0.1, -0.1, -0.4], [0.2, 0.3, 0.0], [-0.6, -0.4, 0.3], [0.3, 0.4, -0.2], [0.0, -0.5, 0.6], [0.2, 0.7, 0.2], [0.1, -1.0, -0.4], [-0.7, 0.9, -0.7], [-0.3, -1.0, 0.2], [0.6, 0.5, -0.4], [-0.1, 0.5, -0.4], [-0.1, -0.4, 0.8], [0.8, 0.6, 0.0], [-1.8, -0.5, 0.4], [0.6, -0.1, 0.4], [0.1, -0.2, -0.6], [1.4, 0.9, 0.4], [0.6, -0.8, 0.4], [-0.7, 1.0, 0.1], [1.6, -1.1, -0.2], [-0.2, 0.9, 0.1], [0.6, 0.1, -1.6], [-0.3, -0.1, 0.1], [-0.7, 0.3, 0.2], [0.4, -0.8, 0.8], [-0.7, 0.3, -0.3], [-0.3, -0.7, 0.0], [0.1, 0.3, 0.0], [0.4, 0.0, 0.3], [-1.2, 0.2, 0.5], [0.4, -1.2, -2.4], [-0.2, 0.3, 0.0], [-0.1, -0.5, 0.0], [0.3, 0.2, 0.1], [-0.2, 0.1, 0.3], [0.4, -0.1, 0.0], [-0.1, 0.1, -0.3], [-0.1, -0.2, 0.3], [0.3, -0.2, -0.3], [0.0, 0.2, 0.3], [0.4, -0.2, 0.4], [-0.3, 0.2, -0.4], [-0.2, -0.4, -0.3], [0.2, 0.2, 0.1], [0.2, -0.1, -0.4], [-0.4, 0.0, 0.2], [-0.1, -0.3, 0.3], [0.3, 0.2, 0.0], [-0.3, 0.2, -0.3], [0.2, -0.1, 0.6], [0.2, -0.1, -0.3], [0.2, 0.3, 0.5], [0.1, 0.3, 0.2], [-0.1, -0.3, 0.2], [-0.3, 0.2, 0.0], [-0.2, 0.3, -0.1], [0.1, -0.3, 0.1], [0.3, -0.5, -0.4], [-0.3, -0.3, 0.0], [0.1, 0.4, -0.1], [-0.4, 0.0, 0.4], [-0.3, -0.3, 0.4], [0.1, -0.2, 0.4], [0.3, 0.0, 0.0], [0.5, 0.3, 0.0], [0.2, 0.1, -0.3], [0.1, 0.0, -0.3], [-0.3, -0.2, -0.1], [0.4, 0.1, 0.3], [-0.2, 0.3, -0.2], [-0.2, 0.3, 0.4], [-1.0, 0.5, 0.7]], "total_charge": 3, "spin_multiplicity": 1, "lumo_ev": -13.34, "orbital_gap_ev": 1.59}

---

No. 2
{"formula": "C28H40BF4MoO2Se", "method": "ωB97M-V/def2-TZVPD", "elements": ["Mo", "C", "C", "C", "C", "C", "C", "C", "Se", "C", "C", "C", "C", "C", "C", "O", "C", "C", "C", "C", "C", "C", "C", "C", "C", "O", "C", "C", "C", "C", "C", "C", "H", "H", "H", "H", "H", "H", "H", "H", "H", "H", "H", "H", "H", "H", "H", "H", "H", "H", "H", "H", "H", "H", "H", "H", "H", "H", "H", "H", "H", "H", "H", "H", "H", "H", "H", "H", "H", "H", "H", "H", "F", "B", "F", "F", "F"], "positions_angstrom": [[-0.246, -0.446, 1.082], [3.529, 6.099, 1.626], [3.889, 5.202, 0.433], [5.410, 5.137, 0.315], [3.318, 5.811, -0.855], [3.267, 3.820, 0.635], [1.886, 3.713, 0.821], [1.337, 2.460, 0.978], [-0.482, 2.197, 1.478], [-1.588, 2.313, -0.075], [-1.918, 3.514, -0.670], [-2.937, 3.521, -1.619], [-3.626, 2.325, -1.852], [-3.346, 1.100, -1.242], [-2.268, 1.146, -0.374], [-1.803, -0.008, 0.283], [-4.128, -0.179, -1.555], [-3.200, -1.177, -2.262], [-5.315, 0.113, -2.476], [-4.671, -0.792, -0.256], [-3.352, 4.794, -2.359], [-2.386, 5.947, -2.087], [-4.754, 5.205, -1.891], [-3.372, 4.518, -3.868], [2.137, 1.326, 1.014], [1.465, 0.109, 1.227], [3.507, 1.364, 0.857], [4.024, 2.651, 0.657], [4.394, 0.114, 0.861], [4.288, -0.607, 2.215], [5.860, 0.484, 0.638], [3.960, -0.821, -0.278], [4.002, 7.075, 1.508], [3.875, 5.666, 2.566], [2.453, 6.265, 1.704], [5.801, 6.148, 0.193], [5.729, 4.557, -0.553], [5.875, 4.712, 1.207], [3.741, 6.804, -1.019], [2.233, 5.919, -0.806], [3.558, 5.193, -1.722], [1.257, 4.593, 0.829], [-1.394, 4.420, -0.402], [-4.447, 2.352, -2.554], [-2.883, -0.792, -3.233], [-3.733, -2.115, -2.428], [-2.311, -1.409, -1.675], [-5.000, 0.477, -3.456], [-6.007, 0.837, -2.039], [-5.866, -0.813, -2.637], [-3.883, -1.189, 0.381], [-5.335, -1.621, -0.507], [-5.250, -0.062, 0.313], [-2.403, 6.260, -1.040], [-2.682, 6.810, -2.683], [-1.359, 5.694, -2.359], [-4.771, 5.399, -0.816], [-5.493, 4.432, -2.108], [-5.064, 6.117, -2.405], [-2.409, 4.141, -4.218], [-3.588, 5.443, -4.405], [-4.141, 3.795, -4.146], [5.091, 2.737, 0.522], [4.502, 0.075, 3.041], [5.026, -1.410, 2.248], [3.312, -1.058, 2.378], [6.249, 1.134, 1.425], [6.022, 0.969, -0.327], [6.453, -0.430, 0.646], [2.931, -1.164, -0.172], [4.598, -1.707, -0.282], [4.063, -0.328, -1.247], [0.738, -2.337, 1.790], [0.078, -3.026, 0.674], [0.126, -4.346, 0.700], [-1.253, -2.435, 0.842], [0.579, -2.351, -0.456]], "forces_ev_per_a": [[-0.1, 0.1, 0.2], [0.0, 0.0, 0.0], [0.0, -0.1, 0.0], [0.0, 0.0, 0.0], [0.0, 0.0, 0.0], [0.0, 0.0, 0.0], [0.1, 0.0, -0.2], [0.0, 0.1, 0.1], [0.0, -0.4, 0.2], [0.0, 0.2, 0.1], [-0.1, 0.0, -0.1], [0.0, 0.0, 0.0], [-0.1, 0.0, 0.0], [-0.1, 0.2, -0.4], [0.5, -0.8, 0.6], [-0.9, 0.6, -0.7], [0.1, 0.1, 0.0], [0.0, -0.1, 0.0], [0.0, 0.0, 0.0], [-0.1, 0.0, 0.0], [0.0, -0.1, 0.1], [0.0, 0.0, 0.0], [0.0, 0.0, 0.0], [0.0, 0.0, -0.1], [-0.7, -0.9, 0.0], [0.9, 0.7, 0.1], [0.3, 0.2, -0.2], [0.1, 0.0, 0.0], [-0.1, 0.1, 0.0], [0.1, 0.0, 0.0], [0.1, 0.0, 0.0], [0.0, -0.1, 0.0], [0.0, 0.0, 0.0], [0.0, 0.0, 0.0], [0.0, 0.0, 0.0], [0.0, 0.0, 0.0], [0.0, 0.0, 0.0], [0.0, 0.0, 0.0], [0.0, 0.0, 0.0], [0.0, 0.0, 0.0], [0.0, 0.0, 0.0], [0.0, 0.0, 0.0], [0.0, 0.0, 0.0], [0.0, 0.0, 0.0], [0.0, 0.0, 0.0], [0.0, 0.0, 0.0], [0.0, 0.0, 0.0], [0.0, 0.0, 0.0], [0.0, 0.0, 0.0], [0.0, 0.0, 0.0], [0.0, 0.0, 0.0], [0.0, 0.0, 0.0], [0.0, 0.0, 0.0], [0.0, 0.0, 0.0], [0.0, 0.0, 0.0], [0.0, 0.0, 0.0], [0.0, 0.0, 0.0], [0.0, 0.0, 0.0], [0.0, 0.0, 0.0], [0.0, 0.0, 0.0], [0.0, 0.0, 0.0], [0.0, 0.0, 0.0], [0.0, 0.0, 0.0], [0.0, 0.0, 0.0], [0.0, 0.0, 0.0], [-0.1, 0.0, 0.0], [0.0, 0.0, 0.0], [0.0, 0.0, 0.0], [0.0, 0.0, 0.0], [0.0, 0.0, 0.0], [0.0, 0.0, 0.0], [0.0, 0.0, 0.0], [0.1, 0.0, 0.1], [0.1, -0.1, -0.1], [0.0, 0.2, 0.0], [-0.1, 0.0, 0.0], [-0.1, -0.1, 0.1]], "s_squared": 2.02, "total_charge": 1, "spin_multiplicity": 3, "lumo_ev": [-5.29, -5.08], "orbital_gap_ev": [6.74, 7.09]}

---

No. 3
{"formula": "C28H40BeCl3N5Si4Te", "method": "ωB97M-V/def2-TZVPD", "elements": ["Be", "C", "C", "C", "C", "C", "C", "N", "C", "C", "C", "C", "C", "C", "N", "N", "C", "C", "C", "C", "C", "N", "H", "H", "H", "H", "H", "H", "H", "H", "H", "H", "H", "H", "H", "C", "Si", "C", "C", "Si", "Te", "Si", "C", "C", "C", "Si", "C", "C", "C", "H", "H", "H", "H", "H", "H", "H", "H", "H", "H", "H", "H", "H", "H", "H", "H", "H", "H", "H", "H", "H", "H", "H", "H", "H", "H", "H", "Cl", "C", "Cl", "Cl", "C", "N"], "positions_angstrom": [[0.258, 0.057, -0.689], [-2.162, -4.781, -0.911], [-0.830, -4.683, -0.826], [-0.198, -3.448, -0.298], [-1.098, -2.572, 0.538], [-2.525, -2.632, 0.204], [-3.017, -3.693, -0.451], [-0.698, -1.780, 1.446], [0.588, -1.771, 2.011], [0.801, -2.592, 3.120], [1.973, -2.527, 3.851], [2.961, -1.618, 3.489], [2.774, -0.802, 2.392], [1.599, -0.867, 1.631], [1.424, -0.069, 0.486], [2.412, 0.790, 0.238], [2.143, 1.544, -0.858], [3.028, 2.549, -1.297], [2.699, 3.282, -2.404], [1.485, 3.040, -3.076], [0.669, 2.050, -2.608], [0.992, 1.295, -1.541], [-2.617, -5.667, -1.336], [-0.187, -5.476, -1.179], [0.793, -3.562, 0.130], [-3.167, -1.867, 0.626], [-4.085, -3.771, -0.609], [0.006, -3.270, 3.408], [2.106, -3.169, 4.713], [3.873, -1.544, 4.068], [3.536, -0.103, 2.083], [3.936, 2.708, -0.732], [3.370, 4.051, -2.766], [1.189, 3.627, -3.934], [-0.288, 1.835, -3.069], [2.630, -5.764, -0.702], [3.407, -4.597, -1.945], [4.574, -3.476, -1.010], [4.372, -5.660, -3.150], [1.974, -3.322, -3.293], [0.059, -2.116, -2.072], [3.279, -1.612, -4.214], [4.525, -2.442, -5.347], [2.209, -0.464, -5.234], [4.213, -0.609, -2.953], [0.794, -4.437, -4.986], [-0.285, -3.179, -5.857], [1.946, -5.249, -6.213], [-0.322, -5.732, -4.229], [3.439, -6.317, -0.216], [1.967, -6.496, -1.174], [2.072, -5.245, 0.079], [5.044, -4.041, -0.199], [4.058, -2.617, -0.567], [5.366, -3.095, -1.660], [5.150, -6.212, -2.612], [4.857, -5.063, -3.929], [3.719, -6.388, -3.643], [4.049, -3.173, -6.006], [5.296, -2.965, -4.771], [5.025, -1.697, -5.975], [1.801, -0.969, -6.113], [2.802, 0.390, -5.574], [1.370, -0.074, -4.650], [5.038, -1.175, -2.515], [3.571, -0.274, -2.138], [4.627, 0.278, -3.442], [0.273, -2.610, -6.605], [-0.709, -2.470, -5.140], [-1.120, -3.675, -6.362], [2.526, -4.508, -6.770], [1.370, -5.835, -6.936], [2.652, -5.923, -5.716], [-1.128, -5.252, -3.666], [0.217, -6.398, -3.546], [-0.769, -6.347, -5.018], [-4.664, 0.263, 1.053], [-3.709, 1.189, -0.065], [-4.550, 1.763, -1.477], [-3.227, 3.172, 1.128], [-2.458, 0.656, -0.339], [-1.369, 0.310, -0.525]], "forces_ev_per_a": [[-0.5, 0.2, 0.0], [-0.1, 0.1, 0.1], [0.1, 0.2, 0.2], [-0.3, 0.1, -0.2], [0.3, -0.3, -0.2], [0.1, 0.0, 0.1], [0.0, -0.2, -0.1], [-0.1, 0.3, 0.2], [0.1, 0.0, 0.0], [0.0, -0.1, -0.1], [0.1, 0.0, 0.0], [-0.1, -0.1, 0.0], [0.0, 0.0, -0.2], [-0.1, -0.1, -0.2], [0.1, 0.2, 0.2], [-0.1, 0.1, -0.1], [0.0, -0.1, 0.0], [0.0, 0.0, 0.1], [0.0, 0.0, 0.0], [0.1, 0.0, 0.0], [-0.1, -0.1, 0.0], [0.3, 0.0, 0.2], [0.0, 0.0, 0.0], [0.0, 0.0, 0.0], [0.0, 0.0, 0.0], [0.1, -0.1, -0.1], [0.0, 0.0, 0.0], [0.0, 0.1, 0.0], [0.0, 0.0, 0.0], [0.0, 0.0, 0.0], [0.0, 0.0, 0.0], [0.0, 0.0, -0.1], [0.0, 0.0, 0.1], [0.0, 0.0, 0.0], [0.0, 0.0, 0.0], [-0.2, 0.0, 0.0], [0.1, -0.1, 0.1], [0.1, 0.2, 0.1], [0.1, 0.0, -0.2], [-0.1, 0.1, 0.2], [0.2, -0.4, -0.2], [0.1, 0.0, -0.2], [0.1, -0.1, -0.1], [-0.2, 0.0, 0.0], [0.1, 0.1, 0.2], [-0.1, 0.0, 0.0], [0.0, 0.1, -0.1], [0.2, -0.1, -0.1], [-0.1, -0.1, 0.2], [0.0, 0.0, 0.0], [0.0, 0.0, 0.0], [0.0, -0.1, 0.0], [0.0, 0.0, 0.0], [0.1, -0.1, 0.0], [-0.1, -0.1, 0.1], [0.0, 0.0, 0.0], [0.0, -0.1, 0.1], [0.1, 0.0, 0.1], [0.1, 0.1, 0.0], [-0.1, 0.1, -0.1], [0.0, 0.0, 0.1], [0.0, 0.1, 0.1], [0.0, 0.0, 0.0], [0.0, 0.0, 0.0], [-0.1, 0.1, -0.1], [0.0, 0.0, 0.1], [0.0, 0.0, 0.0], [0.0, 0.0, 0.0], [0.0, 0.0, -0.1], [0.1, 0.0, 0.0], [-0.1, -0.1, 0.0], [0.0, 0.0, 0.0], [-0.1, 0.1, -0.1], [0.1, -0.1, 0.0], [-0.1, 0.0, -0.1], [0.0, 0.0, 0.1], [0.0, 0.2, 0.0], [-0.2, -0.3, -0.2], [0.1, 0.0, 0.1], [0.1, 0.0, 0.0], [-0.2, 0.3, 0.1], [0.3, 0.0, 0.1]], "total_charge": 0, "spin_multiplicity": 1, "lumo_ev": [-0.90, -1.29], "orbital_gap_ev": [6.19, 5.46]}

---

Max |F| (eV/A)
2.7 1.3 0.5
Electronic energy (eV)
-55386.77783 -112529.00544 -113911.13563